Formula: C5H9NO
Source: the Open Molecules 2025 dataset
Level of theory: wB97M-V/def2-TZVPD

```
16
Properties=species:S:1:pos:R:3
C -0.32778 1.16146 -0.93149
C 0.17765 -0.21315 -1.41887
C 0.76257 -0.69040 -0.15740
N 0.78587 -1.88248 0.63929
C -0.35144 -0.93814 0.79821
C -0.58601 0.43614 1.39981
O -1.10343 1.15962 0.24613
H -0.93524 1.60015 -1.69215
H 0.57270 1.79549 -0.86568
H -0.61587 -0.85948 -1.74826
H 0.89844 -0.16939 -2.23576
H 1.52018 0.03735 0.21506
H 1.54869 -1.64233 1.34281
H -1.29805 -1.28239 0.44231
H 0.31168 0.89618 1.79294
H -1.35996 0.59138 2.17306
```

Values from the calculation:
HOMO energy: -0.333 Eh
Kohn-Sham gap: 10.07 eV
Energy above the lowest of the compared OMol25 structures with the same formula, charge and spin: 3.9842 eV
SMILES string: C1C[C@@H]2N[C@H]2CO1

Here are the Mulliken charges for atoms 1 to 2, given in e: atom 1 (C): -0.559, atom 2 (C): -0.535


Formula: C5H9NO
Source: the Open Molecules 2025 dataset
Level of theory: wB97M-V/def2-TZVPD

```
16
Properties=species:S:1:pos:R:3
C -1.66344 0.55038 1.55310
O -0.81007 -0.52110 1.09231
C 0.69231 -0.17950 0.72639
C 0.68284 -0.60009 -0.67641
C 0.26829 0.40751 -1.74557
C 1.86441 -1.33745 -1.01622
N 2.86941 -1.86382 -1.27519
H -2.58916 0.55751 0.97780
H -1.14042 1.50374 1.43261
H -1.87223 0.37913 2.61037
H 1.28487 -0.81049 1.38669
H 0.76735 0.88111 0.99370
H -0.80525 -0.93566 0.07136
H 0.29772 -0.07861 -2.72625
H -0.76449 0.75457 -1.60538
H 0.91784 1.29275 -1.79932
```

Values from the calculation:
HOMO energy: -0.292 Eh
Kohn-Sham gap: 8.41 eV
Energy above the lowest of the compared OMol25 structures with the same formula, charge and spin: 4.5262 eV

Here are the Mulliken charges for atoms 1 to 2, given in e: atom 1 (C): -0.574, atom 2 (O): -0.224


Formula: C5H9NO
Source: the Open Molecules 2025 dataset
Level of theory: wB97M-V/def2-TZVPD

```
16
Properties=species:S:1:pos:R:3
C 1.95740 0.66807 -0.72425
C 0.68067 1.42980 -0.48838
O 0.51337 2.58156 -0.83128
C -0.42320 0.67829 0.19262
C -0.23406 -0.15755 1.41780
N -0.40130 -0.76350 0.12328
C -1.58478 -1.49470 -0.29207
H 2.62002 1.26539 -1.35190
H 2.43462 0.47003 0.24338
H 1.73177 -0.30442 -1.17360
H -1.38815 1.17619 0.13559
H -1.03847 -0.12435 2.15753
H 0.76337 -0.28124 1.83422
H -1.60851 -2.43530 0.26323
H -1.47175 -1.73304 -1.35939
H -2.55100 -0.97522 -0.14678
```

Values from the calculation:
HOMO energy: -0.340 Eh
Kohn-Sham gap: 10.19 eV
Energy above the lowest of the compared OMol25 structures with the same formula, charge and spin: 2.0556 eV
SMILES string: CC(=O)[C@@H]1CN1C

Here are the Mulliken charges for atoms 1 to 2, given in e: atom 1 (C): -1.122, atom 2 (C): 0.306


Formula: C5H9NO
Source: the Open Molecules 2025 dataset
Level of theory: wB97M-V/def2-TZVPD

```
16
Properties=species:S:1:pos:R:3
C -0.17733 -0.15329 -2.24180
C -0.06778 0.32373 -0.82795
C -0.68334 1.50516 -0.32190
C -0.12786 1.76628 0.90792
N 0.72918 0.73327 1.20352
C 0.81631 -0.11500 0.13903
H -1.12367 0.12134 -2.70016
H 0.61577 0.33352 -2.81778
H -0.04033 -1.22250 -2.38866
H -1.58245 1.91781 -0.74107
H -0.05053 2.66265 1.50195
H 1.08167 0.60157 2.13702
H 1.12229 -1.14379 0.19496
O -0.33122 -2.82264 1.07556
H -0.90284 -3.59996 1.03693
H -0.71949 -2.27589 0.37565
```

Values from the calculation:
HOMO energy: -0.297 Eh
Kohn-Sham gap: 8.96 eV
Energy above the lowest of the compared OMol25 structures with the same formula, charge and spin: 1.3071 eV
SMILES string: Cc1cc[nH]c1.O

Here are the Mulliken charges for atoms 1 to 2, given in e: atom 1 (C): -1.228, atom 2 (C): 0.731


Formula: C5H9NO
Source: the Open Molecules 2025 dataset
Level of theory: wB97M-V/def2-TZVPD

```
16
Properties=species:S:1:pos:R:3
C 1.60233 1.37869 0.95608
C 0.35285 1.56152 0.12066
O 0.21453 0.47699 -0.89138
C -0.53015 -0.61972 -0.56405
C -0.89322 -1.51690 -1.70254
C -0.87484 -0.85332 0.68425
N -1.07086 -1.19335 1.79633
H 1.81782 2.29004 1.52330
H 2.46503 1.14997 0.32216
H 1.49028 0.55008 1.66049
H -0.55098 1.67923 0.72635
H 0.45170 2.46740 -0.48423
H -1.96683 -1.45313 -1.90578
H -0.35912 -1.23392 -2.61465
H -0.64752 -2.55857 -1.47131
H -1.50102 -2.12500 1.84430
```

Values from the calculation:
HOMO energy (spin up / spin down): -0.247 / -0.247 Eh
Kohn-Sham gap (spin up / spin down): 7.09 / 7.09 eV
Energy above the lowest of the compared OMol25 structures with the same formula, charge and spin: 4.4969 eV
SMILES string: CCOC(C)=C=N

Here are the Mulliken charges for atoms 1 to 2, given in e: atom 1 (C): -0.957, atom 2 (C): -0.499


Formula: C5H9NO
Source: the Open Molecules 2025 dataset
Level of theory: wB97M-V/def2-TZVPD

```
16
Properties=species:S:1:pos:R:3
C -0.22464 -0.56135 1.69240
C 0.50118 -0.77127 0.60502
N 1.90329 -0.80118 0.59308
C -0.03428 -0.77624 -0.80429
C -0.99502 0.42363 -1.07354
C -0.69291 1.76320 -0.47502
O -1.39783 2.72386 -0.68029
H 0.18031 -0.44953 2.69245
H -1.29543 -0.42894 1.75238
H 2.51367 -0.53187 1.35810
H 2.32324 -0.54516 -0.28271
H -0.55321 -1.67822 -1.15892
H 0.74275 -0.86261 -1.57433
H -1.98886 0.05246 -0.82534
H -1.05254 0.64757 -2.14637
H 0.07028 1.79565 0.32738
```

Values from the calculation:
HOMO energy: -0.311 Eh
Kohn-Sham gap: 9.31 eV
Energy above the lowest of the compared OMol25 structures with the same formula, charge and spin: 2.0746 eV
SMILES string: C=C(N)CCC=O

Here are the Mulliken charges for atoms 1 to 2, given in e: atom 1 (C): -1.054, atom 2 (C): 0.727


Formula: C5H9NO
Source: the Open Molecules 2025 dataset
Level of theory: wB97M-V/def2-TZVPD

```
16
Properties=species:S:1:pos:R:3
C -0.21848 0.48249 1.93093
C 0.59402 0.75668 0.66427
N 1.61660 -0.26253 0.46940
C 0.71330 -0.01407 -0.63091
C -0.30103 -1.03736 -1.08667
C -1.45733 -0.28318 -1.70606
O -1.91634 -0.48700 -2.80342
H -0.89576 -0.37653 1.87542
H 0.51923 0.24385 2.70852
H -0.78595 1.35084 2.28470
H 0.83681 1.81459 0.53870
H 2.55173 0.09889 0.32865
H 1.15975 0.52320 -1.47567
H -0.65452 -1.59460 -0.21211
H 0.09352 -1.74747 -1.82045
H -1.85555 0.53218 -1.06529
```

Values from the calculation:
HOMO energy: -0.361 Eh
Kohn-Sham gap: 10.79 eV
Energy above the lowest of the compared OMol25 structures with the same formula, charge and spin: 2.2787 eV
SMILES string: C[C@H]1N[C@H]1CC=O

Here are the Mulliken charges for atoms 1 to 2, given in e: atom 1 (C): -1.215, atom 2 (C): 0.022


Formula: C5H9NO
Source: the Open Molecules 2025 dataset
Level of theory: wB97M-V/def2-TZVPD

```
16
Properties=species:S:1:pos:R:3
C 0.89291 1.47883 -1.81100
C 0.37256 1.79653 -0.43323
C 0.81420 1.22028 0.65821
N 1.26256 0.69997 1.67891
H 0.08513 1.14877 -2.47523
H 1.64384 0.68373 -1.78028
H 1.35591 2.36516 -2.25995
H -0.41381 2.53709 -0.31891
H 0.71709 -0.12588 1.93903
C -1.00970 -1.32666 -0.31664
C -0.72641 -1.88639 0.85355
O -1.14107 -1.32629 2.03655
H -1.59639 -0.41660 -0.36821
H -0.60391 -1.74451 -1.23047
H -0.11723 -2.78459 0.93400
H -1.02383 -1.96080 2.75214
```

Values from the calculation:
HOMO energy: -0.310 Eh
Kohn-Sham gap: 9.13 eV
Energy above the lowest of the compared OMol25 structures with the same formula, charge and spin: 2.9751 eV
SMILES string: CC=C=N.C=CO

Here are the Mulliken charges for atoms 1 to 2, given in e: atom 1 (C): -1.003, atom 2 (C): -0.436


Formula: C5H9NO
Source: the Open Molecules 2025 dataset
Level of theory: wB97M-V/def2-TZVPD

```
16
Properties=species:S:1:pos:R:3
O 2.34866 0.11534 -0.58894
C 1.64190 -0.26438 0.51031
C 0.26071 -0.95070 -0.17020
C -1.40127 -1.13583 0.00559
N -2.01159 0.29485 -0.10084
C -0.93938 1.25515 -0.04482
C 0.19349 0.44950 0.63550
H 2.46273 1.29614 -0.61948
H 2.15645 -0.44579 1.59532
H 0.37167 -0.80253 -1.20852
H -1.83605 -1.73995 -0.84013
H -1.81259 -1.33680 0.94400
H -2.22672 0.26293 -1.27269
H -0.84267 1.39097 -1.13131
H -1.27938 2.08815 0.57059
H -0.23427 0.17773 1.76142
```

Values from the calculation:
HOMO energy: -0.318 Eh
Kohn-Sham gap: 9.00 eV
Energy above the lowest of the compared OMol25 structures with the same formula, charge and spin: 8.1106 eV
SMILES string: OC1[C@H]2CNC[C@H]12

Here are the Mulliken charges for atoms 1 to 2, given in e: atom 1 (O): -0.540, atom 2 (C): 0.091


Formula: C5H9NO2
Source: the Open Molecules 2025 dataset
Level of theory: wB97M-V/def2-TZVPD

```
17
Properties=species:S:1:pos:R:3
C -1.44929 0.61367 1.25247
C -0.47914 0.15760 0.47444
C -0.63490 -1.02309 -0.43722
N -1.38911 -2.03583 0.02870
O -0.20647 -0.99766 -1.59889
C 0.90265 0.73385 0.34907
C 1.13121 1.31115 -1.00103
O 1.70928 -0.58282 0.60454
H -2.44853 0.21189 1.19886
H -1.33092 1.53618 1.80018
H -1.60244 -2.09598 1.00893
H -1.45873 -2.87033 -0.53645
H 1.15716 1.38486 1.19395
H 0.69738 0.37974 -1.68110
H 1.89229 1.45688 -1.76842
H 1.04468 2.39485 -0.88831
H 2.46489 -0.57496 0.00028
```

Values from the calculation:
HOMO energy: -0.321 Eh
Kohn-Sham gap: 9.62 eV
Energy above the lowest of the compared OMol25 structures with the same formula, charge and spin: 3.2342 eV
SMILES string: C=C(C(N)=O)[C@H](C)O

Here are the Mulliken charges for atoms 1 to 2, given in e: atom 1 (C): -1.036, atom 2 (C): 0.357


Formula: C5H9NO2
Source: the Open Molecules 2025 dataset
Level of theory: wB97M-V/def2-TZVPD

```
17
Properties=species:S:1:pos:R:3
C 0.46735 0.42571 0.21589
C -1.41682 -0.68439 -0.65371
C 0.79084 1.55591 1.15103
C -2.87785 -0.90591 -0.47797
C 1.45683 -0.41919 -0.39360
N 2.76174 0.00290 -0.30190
O -0.82956 0.15753 0.11791
O 1.19125 -1.46807 -0.98201
H -0.85909 -1.31223 -1.32586
H 3.45601 -0.66974 -0.58021
H 3.03407 0.70258 0.36027
H -0.13844 1.94186 1.56120
H 1.41665 1.22253 1.98518
H 1.30347 2.36935 0.63495
H -3.41249 -0.70310 -1.40839
H -3.27572 -0.26288 0.30078
H -3.06824 -1.95285 -0.20357
```

Values from the calculation:
HOMO energy (spin up / spin down): -0.265 / -0.259 Eh
Kohn-Sham gap (spin up / spin down): 8.04 / 7.36 eV
Energy above the lowest of the compared OMol25 structures with the same formula, charge and spin: 2.7596 eV

Here are the Mulliken charges for atoms 1 to 2, given in e: atom 1 (C): 0.523, atom 2 (C): 0.088


Formula: C5H9NO2
Source: the Open Molecules 2025 dataset
Level of theory: wB97M-V/def2-TZVPD

```
17
Properties=species:S:1:pos:R:3
C -1.15471 -0.04948 1.23158
C 2.22300 -1.24728 1.21145
C 2.09876 0.01538 0.68690
C 2.17818 1.21970 1.35882
N -2.15256 -0.68977 0.80721
C -0.93869 0.11550 -1.98241
O -0.00479 0.15947 -1.13788
O -2.13100 0.46261 -1.74889
H -1.30073 0.94244 1.69949
H -0.17889 -0.53936 1.33948
H 2.46635 -2.10179 0.59918
H 2.58001 -1.31860 2.24580
H 1.87478 -0.00579 -0.36931
H 2.45282 1.23514 2.40068
H 2.26812 2.16069 0.80489
H -2.38684 -0.15991 -0.09975
H -0.72680 -0.22381 -2.99264
```

Values from the calculation:
HOMO energy: -0.293 Eh
Kohn-Sham gap: 4.12 eV
Energy above the lowest of the compared OMol25 structures with the same formula, charge and spin: 8.0910 eV

Here are the Mulliken charges for atoms 1 to 2, given in e: atom 1 (C): 0.188, atom 2 (C): -0.448


Repeat the fourth record exactly.
Formula: C5H9NO
Source: the Open Molecules 2025 dataset
Level of theory: wB97M-V/def2-TZVPD

```
16
Properties=species:S:1:pos:R:3
C -0.17733 -0.15329 -2.24180
C -0.06778 0.32373 -0.82795
C -0.68334 1.50516 -0.32190
C -0.12786 1.76628 0.90792
N 0.72918 0.73327 1.20352
C 0.81631 -0.11500 0.13903
H -1.12367 0.12134 -2.70016
H 0.61577 0.33352 -2.81778
H -0.04033 -1.22250 -2.38866
H -1.58245 1.91781 -0.74107
H -0.05053 2.66265 1.50195
H 1.08167 0.60157 2.13702
H 1.12229 -1.14379 0.19496
O -0.33122 -2.82264 1.07556
H -0.90284 -3.59996 1.03693
H -0.71949 -2.27589 0.37565
```

Values from the calculation:
HOMO energy: -0.297 Eh
Kohn-Sham gap: 8.96 eV
Energy above the lowest of the compared OMol25 structures with the same formula, charge and spin: 1.3071 eV
SMILES string: Cc1cc[nH]c1.O

Here are the Mulliken charges for atoms 1 to 2, given in e: atom 1 (C): -1.228, atom 2 (C): 0.731


- Number 7 is which compound?
  C5H9NO


Copy entry 4 word for word.
Formula: C5H9NO
Source: the Open Molecules 2025 dataset
Level of theory: wB97M-V/def2-TZVPD

```
16
Properties=species:S:1:pos:R:3
C -0.17733 -0.15329 -2.24180
C -0.06778 0.32373 -0.82795
C -0.68334 1.50516 -0.32190
C -0.12786 1.76628 0.90792
N 0.72918 0.73327 1.20352
C 0.81631 -0.11500 0.13903
H -1.12367 0.12134 -2.70016
H 0.61577 0.33352 -2.81778
H -0.04033 -1.22250 -2.38866
H -1.58245 1.91781 -0.74107
H -0.05053 2.66265 1.50195
H 1.08167 0.60157 2.13702
H 1.12229 -1.14379 0.19496
O -0.33122 -2.82264 1.07556
H -0.90284 -3.59996 1.03693
H -0.71949 -2.27589 0.37565
```

Values from the calculation:
HOMO energy: -0.297 Eh
Kohn-Sham gap: 8.96 eV
Energy above the lowest of the compared OMol25 structures with the same formula, charge and spin: 1.3071 eV
SMILES string: Cc1cc[nH]c1.O

Here are the Mulliken charges for atoms 1 to 2, given in e: atom 1 (C): -1.228, atom 2 (C): 0.731


- What is the energy above the lowest of the compared OMol25 structures with the same formula, charge and spin in the second record?
  4.5262 eV